(1)
Molecular formula: C5H10O2
Method: DFT, the ωB97M-V functional and the def2-TZVPD basis

## Properties
- F_max (eV/Å) = 1.91
- HOMO level (spin up / spin down) (hartree) = -0.2479 / -0.2766
- energy relative to the best compared isomer or geometry (same formula, charge and spin) (kcal/mol) = 106.67
- frontier orbital gap (spin up / spin down) (hartree) = 0.250 / 0.310

XYZ file:
```
17
Properties=species:S:1:pos:R:3:lowdin_charge:R:1
H -0.51628 1.24260 2.78268 0.0765
O -0.19974 1.95476 -1.09380 -0.0908
H 0.65627 -0.08217 2.67216 0.0858
H -1.08361 -0.42413 2.73355 0.0757
H 0.16281 -2.98083 -1.45678 0.0795
H 1.33899 1.23765 -0.03208 0.1367
H 1.52835 -1.87740 -1.70264 0.0806
C -0.33373 0.26335 2.32453 -0.0612
H -1.15795 2.02799 -0.98453 0.0884
C 0.29106 1.52885 0.17673 -0.2396
C 0.43953 -1.98087 -1.80358 -0.0604
H -0.76533 -0.09375 -1.58721 0.1102
H 0.31592 2.37780 0.87308 0.1178
C -0.43132 0.39501 0.83033 -0.2935
O -0.17897 -0.80088 0.20885 0.0023
H 0.19248 -1.89095 -2.86820 0.0803
C -0.25848 -0.89703 -1.07308 -0.1883
```


(2)
Molecular formula: C4H6NS
Method: DFT, the ωB97M-V functional and the def2-TZVPD basis

## Properties
- total charge = +1
- F_max (eV/Å) = 3.42
- HOMO level (hartree) = -0.4842
- energy relative to the best compared isomer or geometry (same formula, charge and spin) (kcal/mol) = 81.92
- frontier orbital gap (hartree) = 0.298

XYZ file:
```
12
Properties=species:S:1:pos:R:3:lowdin_charge:R:1
H -0.40735 -2.03934 -1.87913 0.1480
C 1.09714 -0.22908 0.25913 -0.1885
C -0.27767 1.94579 1.47370 -0.2589
H 1.69236 -1.37329 -1.32118 0.1070
H 0.57469 2.54517 1.32423 0.0338
C -1.27527 -0.55969 -0.68805 -0.0220
C 0.90816 -1.03129 -0.78203 -0.1114
H 1.92659 0.20734 0.72206 0.0812
N -0.39804 -1.36760 -1.17851 0.0222
H -2.36175 -0.77702 -1.02965 0.1312
S -0.41845 0.37331 1.07943 1.0622
H -1.06042 2.30570 2.02001 -0.0048
```


(3)
Molecular formula: C10H16
Method: DFT, the ωB97M-V functional and the def2-TZVPD basis

## Properties
- F_max (eV/Å) = 1.21
- HOMO level (hartree) = -0.3337
- energy relative to the best compared isomer or geometry (same formula, charge and spin) (kcal/mol) = 8.48
- SMILES string = Cc1ccccc1.CCC
- frontier orbital gap (hartree) = 0.371

XYZ file:
```
26
Properties=species:S:1:pos:R:3:lowdin_charge:R:1
C 3.24996 -1.06356 -1.22805 -0.3172
H 1.50669 -2.29234 -1.59167 0.0628
H -0.79490 1.25072 2.46205 0.1088
H 1.10757 -0.61487 -1.65721 0.0522
H -1.69821 -1.57998 2.55256 0.0838
H 3.11741 0.86204 -0.19137 0.0611
C -1.92172 -0.05407 1.08927 -0.2781
H -0.09628 2.11028 -1.56270 0.0990
H -2.98871 -0.35198 2.94808 0.0717
C 1.74696 -1.33264 -1.14735 -0.1229
H 3.50113 -0.76135 -2.25604 0.1021
C -2.12778 -0.33377 -0.25266 -0.0576
H 0.28597 2.47204 0.71300 0.0991
H 3.73423 -2.02864 -1.08526 0.0957
C -1.05652 0.97795 1.45159 -0.0525
C -1.51380 0.43406 -1.24086 -0.1022
H -3.22837 -1.65311 1.77459 0.0707
C 3.69838 -0.04810 -0.20886 -0.1330
H 1.45136 -1.44332 -0.10704 0.0709
H -2.79892 -1.11492 -0.57983 0.1067
C -0.43359 1.70734 0.44619 -0.1009
H 3.62711 -0.43905 0.80201 0.0682
C -0.65996 1.47298 -0.90392 -0.1117
C -2.50800 -0.93958 2.18157 -0.0500
H 4.74697 0.24767 -0.28599 0.0667
H -1.60039 0.13759 -2.29001 0.1067
```